# 1
Below is a cluster of 2 separate species, C23H28N2O7 in total in a non-equilibrium geometry, with properties calculated with the ωB97M-V functional and the def2-TZVPD basis.

The SMILES is O=C(O)Cc1cc(CC(=O)O)cc(-c2ccccc2)c1.CNC(=O)[C@@H](NC(C)=O)[C@@H](C)O. The energy relative to the best compared isomer or geometry (same formula, charge and spin) comes out at 0.00 kJ/mol. As for the frontier orbital gap: 9.1 eV. Its maximum force is 0.042 hartree/bohr.

ORCA input file:
```
! wB97M-V def2-TZVPD RIJCOSX def2/J DEFGRID3
* xyz 0 1
O -0.5846 -3.6123 0.6030
C 0.3865 -3.1387 1.1712
O 0.3085 -2.4676 2.3410
C 1.7606 -3.3337 0.5380
C 2.5312 -2.0328 0.4872
C 3.5362 -1.7659 1.4260
C 4.2387 -0.5557 1.3963
C 5.3267 -0.2747 2.4046
C 4.7554 0.2418 3.7200
O 4.1996 1.3264 3.7391
O 4.9164 -0.5252 4.8202
C 3.9164 0.3977 0.4235
C 2.9163 0.1589 -0.5320
C 2.6123 1.1718 -1.5631
C 2.2975 0.7902 -2.8796
C 2.0402 1.7514 -3.8643
C 2.0879 3.1106 -3.5455
C 2.3883 3.5072 -2.2404
C 2.6483 2.5450 -1.2582
C 2.2300 -1.0667 -0.4850
H -0.6333 -2.2911 2.4752
H 2.3084 -4.0766 1.1221
H 1.6413 -3.7289 -0.4745
H 3.7655 -2.4995 2.1938
H 6.0260 0.4680 2.0121
H 5.8953 -1.1883 2.5967
H 4.4806 -0.0292 5.5301
H 4.4642 1.3342 0.4066
H 2.2718 -0.2597 -3.1532
H 1.8047 1.4414 -4.8781
H 1.8877 3.8569 -4.3088
H 2.4173 4.5629 -1.9870
H 2.8643 2.8743 -0.2464
H 1.4333 -1.2622 -1.1953
C -5.8385 -0.9941 1.4598
N -5.0758 0.2481 1.5897
C -3.8882 0.5386 1.0471
O -3.3861 1.6278 1.2936
C -3.2088 -0.4651 0.0913
N -3.9963 -0.8233 -1.1091
C -4.6161 -0.0834 -2.0331
C -4.5920 1.4336 -2.0472
O -5.2419 -0.6565 -2.9093
C -1.7258 -0.1904 -0.2361
C -1.4032 1.0173 -1.1157
O -1.0195 -0.0308 0.9662
H -6.6753 -0.9880 2.1604
H -5.2059 -1.8546 1.6837
H -6.2345 -1.0891 0.4467
H -5.4621 0.9776 2.1708
H -3.1628 -1.3828 0.6759
H -4.1022 -1.8113 -1.2800
H -4.2386 1.8573 -1.1169
H -3.9471 1.7628 -2.8590
H -5.6032 1.7903 -2.2339
H -1.3283 -1.0749 -0.7351
H -0.3214 1.1319 -1.1889
H -1.7926 0.8531 -2.1187
H -1.8242 1.9307 -0.6994
H -1.2492 0.8450 1.3020
*
```

# 2
Below is an isolated molecule of C23H28N4O3S2, with properties calculated with the ωB97M-V functional and the def2-TZVPD basis.

The SMILES is CC1(C)CC(=O)C2=C(C1)Nc1nc(SCCN3CCOCC3)[nH]c(=O)c1[C@H]2c1cccs1. The energy relative to the best compared isomer or geometry (same formula, charge and spin) comes out at 0.00 kJ/mol. As for the frontier orbital gap: 8.5 eV. Its maximum force is 0.019 hartree/bohr.

ORCA input file:
```
! wB97M-V def2-TZVPD RIJCOSX def2/J DEFGRID3
* xyz 0 1
C 6.5718 1.8867 0.3556
C 5.2864 1.0737 0.1868
C 5.3989 0.2058 -1.0674
C 5.0644 0.1946 1.4191
C 3.7538 -0.5700 1.3914
O 3.6432 -1.6579 1.9231
C 2.6390 0.0993 0.7352
C 2.7848 1.3022 0.1356
C 4.0907 2.0281 0.0656
N 1.7102 1.9455 -0.4218
C 0.4299 1.5017 -0.2244
N -0.5466 2.3591 -0.6159
C -1.7688 1.9672 -0.4403
S -3.0087 3.0738 -1.0048
C -4.4968 2.6035 -0.0361
C -5.2723 1.4143 -0.6017
N -4.7899 0.1457 -0.0691
C -4.9879 -0.9667 -0.9957
C -4.4246 -2.2522 -0.3829
O -5.0576 -2.5390 0.8411
C -4.8158 -1.4905 1.7501
C -5.3972 -0.1773 1.2198
N -2.1144 0.8003 0.1181
C -1.1599 -0.1302 0.5748
O -1.5496 -1.1683 1.0790
C 0.1926 0.2870 0.3660
C 1.3263 -0.6528 0.6886
C 1.3759 -1.7273 -0.3575
C 1.0064 -3.0288 -0.2543
C 1.1542 -3.7453 -1.4648
C 1.6305 -2.9765 -2.4736
S 1.9084 -1.3542 -1.9688
H 7.4289 1.2237 0.4426
H 6.7284 2.5354 -0.5035
H 6.5272 2.5052 1.2497
H 4.4892 -0.3660 -1.2284
H 6.2271 -0.4915 -0.9683
H 5.5761 0.8244 -1.9447
H 5.8766 -0.5242 1.5382
H 5.0453 0.8207 2.3171
H 4.1474 2.5819 -0.8751
H 4.1289 2.7589 0.8814
H 1.8156 2.8534 -0.8491
H -5.1085 3.5035 -0.0780
H -4.1860 2.4355 0.9933
H -5.1577 1.4083 -1.6885
H -6.3428 1.5496 -0.3809
H -4.4644 -0.7460 -1.9288
H -6.0589 -1.1093 -1.2106
H -4.6176 -3.0996 -1.0422
H -3.3426 -2.1468 -0.2243
H -5.3031 -1.7688 2.6856
H -3.7345 -1.3828 1.9115
H -5.1927 0.6281 1.9283
H -6.4897 -0.2830 1.1135
H -3.1103 0.4857 0.1449
H 1.1423 -1.1493 1.6482
H 0.6385 -3.4597 0.6583
H 0.9168 -4.7887 -1.5729
H 1.8434 -3.2505 -3.4879
*
```

# 3
Below is an isolated molecule of C23H28N6O5 in a non-equilibrium geometry, with properties calculated with the ωB97M-V functional and the def2-TZVPD basis.

The SMILES is CCOc1ccc(NC(=O)Cn2nnc(C(=O)NCCc3ccc(OC)c(OC)c3)c2N)cc1. The energy relative to the best compared isomer or geometry (same formula, charge and spin) comes out at 168.32 kJ/mol. As for the frontier orbital gap: 8.7 eV. Its maximum force is 0.025 hartree/bohr.

ORCA input file:
```
! wB97M-V def2-TZVPD RIJCOSX def2/J DEFGRID3
* xyz 0 1
C -6.3762 -2.9457 -0.4512
C -7.0336 -1.7069 0.1513
O -6.5093 -0.5032 -0.3698
C -5.2983 -0.0479 0.0541
C -4.5201 -0.6150 1.0588
C -3.3140 -0.0369 1.4100
C -2.8555 1.1107 0.7724
N -1.6302 1.6424 1.1919
C -0.9417 2.6749 0.6711
O -1.2651 3.3700 -0.2678
C 0.3525 2.9705 1.4597
N 1.1664 1.8117 1.6852
N 0.6772 0.6949 2.2748
N 1.6021 -0.1801 2.3517
C 2.7443 0.3285 1.8477
C 3.9939 -0.3723 1.5740
O 4.9865 0.2367 1.1965
N 3.9460 -1.7212 1.7193
C 4.8462 -2.5534 0.9586
C 4.2439 -2.9058 -0.4218
C 3.6838 -1.6536 -1.0372
C 4.5159 -0.7025 -1.6059
C 4.0047 0.5238 -1.9796
C 2.6629 0.8403 -1.8006
O 2.3084 2.1328 -2.0944
C 1.0390 2.3905 -2.6709
C 1.8011 -0.1346 -1.2699
O 0.4826 0.1993 -1.0943
C -0.4243 -0.8214 -0.7530
C 2.3324 -1.3634 -0.9006
C 2.4737 1.6292 1.3948
N 3.3239 2.5336 0.8596
C -3.6327 1.6812 -0.2336
C -4.8340 1.1048 -0.5832
H -6.8527 -3.8404 -0.0599
H -6.4863 -2.9304 -1.5325
H -5.3153 -2.9774 -0.2152
H -6.9627 -1.7199 1.2461
H -8.0921 -1.6810 -0.1226
H -4.8383 -1.5017 1.5837
H -2.7172 -0.4852 2.1915
H -1.1374 1.0976 1.9026
H 0.9320 3.7104 0.9049
H 0.0601 3.4038 2.4242
H 3.0444 -2.1051 1.9630
H 5.0730 -3.4619 1.5213
H 5.7595 -1.9704 0.8237
H 5.0277 -3.3338 -1.0474
H 3.4537 -3.6485 -0.2947
H 5.5680 -0.9051 -1.7285
H 4.6458 1.2850 -2.3956
H 1.1349 3.3606 -3.1584
H 0.7825 1.6351 -3.4160
H 0.2488 2.4407 -1.9202
H -0.3414 -1.6732 -1.4349
H -1.4149 -0.3793 -0.8493
H -0.2770 -1.1585 0.2785
H 1.6877 -2.1036 -0.4518
H 2.9720 3.1161 0.1127
H 4.2272 2.1054 0.6711
H -3.2890 2.5697 -0.7357
H -5.4452 1.5386 -1.3583
*
```

# 4
Below is a structure of composition C23H29BeN6O4 in a non-equilibrium geometry, with properties calculated with the ωB97M-V functional and the def2-TZVPD basis.

The energy relative to the best compared isomer or geometry (same formula, charge and spin) comes out at 29.97 kJ/mol. As for the frontier orbital gap: 5.8 eV. Its maximum force is 0.070 hartree/bohr.

ORCA input file:
```
! wB97M-V def2-TZVPD RIJCOSX def2/J DEFGRID3
* xyz 1 1
Be 1.2908 0.5851 -0.2800
N 0.6283 -1.0419 -0.6762
C 1.8184 -1.9167 -0.7392
C 1.7710 -3.0719 -1.7309
C 0.5877 -4.0323 -1.7088
C 0.5987 -5.1302 -0.6238
N -0.6378 -5.2815 0.1327
C -1.7894 -5.7685 -0.3948
N -1.7611 -6.3386 -1.6355
N -2.9294 -5.6369 0.3006
C 3.0290 -0.9441 -1.1443
O 4.0604 -1.4473 -1.5295
O 2.7210 0.3434 -0.8954
H -0.1648 -1.4797 -0.0982
H 0.2427 -0.9894 -1.6245
H 2.0103 -2.2541 0.2816
H 2.6810 -3.6732 -1.5062
H 1.9435 -2.7686 -2.7807
H 0.4063 -4.5302 -2.6914
H -0.3517 -3.4408 -1.5569
H 1.4345 -4.9236 0.0141
H 0.7687 -6.1150 -1.1237
H -0.6243 -4.8783 1.0632
H -0.9612 -6.4743 -2.1652
H -2.6081 -6.7728 -1.9754
H -2.9864 -4.9419 1.0177
H -3.8412 -5.9081 -0.0993
O -5.2861 2.4756 0.0989
C -4.6507 3.5609 -0.4890
N -3.3186 3.1331 -0.7830
C -2.6434 3.8747 -1.6733
O -3.1715 4.8664 -2.1935
C -1.2394 3.4372 -1.8385
C -0.3774 4.2894 -2.5180
C 0.9632 3.9537 -2.5641
C 1.4258 2.7840 -1.9656
N 0.5867 1.8971 -1.3666
C -0.7137 2.2341 -1.3283
H -6.1426 2.8143 0.4666
H -4.6109 4.5138 0.0947
H -5.0486 3.9627 -1.4478
H -3.1259 2.1425 -0.5802
H -0.8051 5.2509 -2.8945
H 1.7158 4.5218 -3.1136
H 2.4764 2.4653 -2.1110
H -1.3440 1.4479 -0.8770
C 3.5615 3.1251 3.9832
C 4.0721 2.5834 2.7784
C 3.2543 1.8736 1.9270
C 1.8662 1.7281 2.2242
C 0.9614 1.1315 1.3134
C -0.3123 0.9519 1.7240
C -0.8215 1.4516 2.9536
C 0.0373 1.9463 3.9126
C 1.3639 2.2749 3.4698
C 2.2142 2.9802 4.3293
H 4.2259 3.7411 4.5978
H 5.1852 2.7179 2.6295
H 3.5823 1.3970 1.0205
H -0.9892 0.4530 1.0281
H -1.8961 1.3381 3.1067
H -0.2467 2.1186 4.9517
H 1.9146 3.3933 5.3039
*
```